ORCA calculation (wB97M-V/def2-TZVPD) on an isolated ion of composition CH2NO4PS4 and charge -2.

```
13
CH2NO4PS4 | the Open Molecules 2025 dataset | wB97M-V/def2-TZVPD
C -2.467 -0.139 -0.068
S -0.190 -1.839 -0.519
O 1.413 1.020 -1.590
S -3.256 -1.568 -0.196
H 0.856 1.780 -1.703
H 1.640 -1.440 1.194
P 1.315 1.009 0.074
N -0.957 -0.578 0.171
O 2.224 0.025 0.732
S 0.942 -2.730 1.101
O -0.192 0.603 0.538
O 1.451 2.424 0.632
S -2.779 1.432 -0.365
```

## Properties
molecular weight = 251.27 g/mol
HOMO level = -0.89 eV
total charge = -2
largest force on an atom = 0.07307 hartree/bohr
frontier orbital gap = 6.238 eV

List of Mulliken charges in e, atom by atom: 0.05, -0.03, -0.48, -0.52, 0.31, 0.36, 0.85, -0.03, -0.78, -0.46, -0.07, -0.77, -0.42

***

ORCA calculation (wB97M-V/def2-TZVPD) on one molecule with the formula C4H10N2.

```
16
C4H10N2 | the Open Molecules 2025 dataset | wB97M-V/def2-TZVPD
H 2.013 -1.307 -0.991
H -2.123 -1.181 1.403
H 0.164 0.104 1.802
H 1.196 1.857 -2.559
C -1.921 -0.111 1.343
N 0.705 1.265 -1.895
C -0.454 0.124 0.900
H -2.048 0.245 2.374
N 1.511 -0.554 -0.558
H -0.563 -1.006 -0.983
H 2.525 1.205 -0.979
H 0.176 -1.890 0.309
H -2.651 0.375 0.697
C 1.573 0.688 -1.134
C 0.121 -0.885 -0.138
H -0.223 1.071 0.408
```

## Properties
molecular weight = 86.14 g/mol
HOMO level = -9.13 eV
ΔE to the lowest compared entry with this formula, charge and spin = 35.9 kcal per mole
largest force on an atom = 0.06820 hartree/bohr
frontier orbital gap = 10.168 eV

List of Mulliken charges in e, atom by atom: 0.26, 0.30, 0.23, 0.25, -1.13, -0.61, -0.31, 0.32, -0.31, 0.29, 0.42, 0.43, 0.31, -0.20, -0.61, 0.36

***

ORCA calculation (wB97M-V/def2-TZVPD) on one molecule with the formula C2H4N4.

```
10
C2H4N4 | the Open Molecules 2025 dataset | wB97M-V/def2-TZVPD
H -1.001 0.245 1.200
H -2.060 0.466 -0.651
N 0.712 -1.154 -0.842
N 0.014 -0.133 -0.368
N 1.940 -0.969 -0.476
H 0.686 1.759 0.327
C 0.859 0.691 0.281
H -1.809 -0.997 0.260
C -1.355 -0.044 0.051
N 2.049 0.158 0.248
```

## Properties
molecular weight = 84.08 g/mol
HOMO level = -10.66 eV
ΔE to the lowest compared entry with this formula, charge and spin = 73.1 kcal per mole
largest force on an atom = 0.07810 hartree/bohr
frontier orbital gap = 11.163 eV

List of Mulliken charges in e, atom by atom: 0.33, 0.24, -0.36, 0.46, -0.20, 0.40, -0.09, 0.30, -0.76, -0.31

***

no.,electronic energy (eV)
1,-63380.973
2,-7289.064
3,-8096.144